# 1
# C27H74N4O9

A 8-piece molecular cluster, C27H74N4O9 overall in a non-equilibrium geometry (wB97M-V/def2-TZVPD, the OMol25 dataset).

Geometry as XYZ:
```
114
C27H74N4O9 | the OMol25 dataset | wB97M-V/def2-TZVPD
O -13.6371 20.3664 9.6803
O -13.8883 21.1259 5.7395
O -16.5872 19.5683 12.9926
O -14.8462 18.1336 7.9003
O -20.8880 23.3537 7.6037
O -11.6619 22.0511 10.6331
O -15.9858 25.0468 9.9463
O -16.6413 19.9809 8.6513
O -19.6610 20.2417 4.2754
N -12.7484 24.3470 11.8004
N -17.2804 21.7715 4.3442
N -18.7466 21.2562 7.1476
N -13.9644 18.5676 15.4775
C -10.2570 21.1886 9.0957
C -13.0759 21.8784 6.6004
C -15.9095 19.8221 3.9894
C -20.2236 19.5661 7.9772
C -14.1624 24.5653 11.5066
C -16.0074 21.0920 9.2321
C -10.4154 21.4597 10.5424
C -14.9963 21.8421 5.1201
C -13.5326 19.9645 13.5279
C -14.5586 24.9076 10.1260
C -19.5508 20.0858 6.7247
C -16.3845 25.1735 8.5670
C -15.9160 16.6027 9.4140
C -22.5270 23.2950 9.2598
C -15.1428 16.7937 8.0755
C -14.8915 20.7678 10.2706
C -21.0946 23.6179 8.9400
C -20.4629 20.2921 5.5117
C -17.7979 18.8686 12.6149
C -15.8327 16.3627 6.7850
C -9.5580 22.5847 11.1503
C -20.4145 20.4132 3.0549
C -16.2112 20.9656 4.8588
C -20.0154 22.9733 9.8191
C -14.5971 19.3760 14.4535
C -14.6059 25.6517 12.5175
C -15.7167 18.6815 13.6595
H -12.2460 21.4302 10.1916
H -14.6349 22.1472 4.1381
H -13.9340 20.8260 12.9943
H -14.7236 21.6656 10.8656
H -14.0987 18.1025 7.2988
H -16.0137 15.5357 9.6142
H -12.6849 24.0734 12.7706
H -21.2799 19.5773 5.4126
H -12.6669 20.3883 14.0369
H -12.6257 21.1776 7.3034
H -16.7823 21.6649 9.7415
H -14.1997 24.0374 9.5763
H -10.3679 20.5303 11.1100
H -16.7343 19.1492 3.7548
H -16.4530 20.5734 5.8466
H -16.1385 26.1587 8.1707
H -14.1096 25.5388 13.4814
H -9.2158 20.9544 8.8739
H -13.1525 19.1347 12.9319
H -18.0224 21.0882 4.3970
H -15.4212 17.0002 10.3001
H -18.3436 18.3947 13.4308
H -15.1998 19.9855 10.9641
H -15.6800 25.4668 12.5362
H -19.9530 21.8931 9.6866
H -18.2763 21.5900 6.3185
H -12.3402 23.5416 11.3479
H -21.3665 20.9130 3.2334
H -19.4967 19.3964 8.7716
H -13.7838 19.5739 9.1587
H -14.1779 16.3072 8.2188
H -18.7911 19.3836 6.3815
H -20.7657 19.4829 2.6084
H -16.2230 18.0080 14.3510
H -15.4282 20.1768 3.0780
H -9.7231 23.5479 10.6676
H -14.6761 23.6851 11.8931
H -9.7997 22.7828 12.1946
H -14.3406 26.6746 12.2501
H -20.7450 18.6279 7.7876
H -17.1062 21.8265 3.3508
H -18.4539 19.5777 12.1100
H -23.1935 24.0603 8.8623
H -8.4971 22.3352 11.1303
H -20.1699 22.7172 7.5739
H -15.9546 19.4276 8.2720
H -20.9209 21.2808 5.5414
H -15.3756 22.6729 5.7151
H -16.7910 16.8140 6.5276
H -17.5131 18.1033 11.8928
H -21.0514 24.6960 9.0945
H -17.9797 20.9535 7.7309
H -15.1966 16.6011 5.9326
H -15.1762 19.1848 4.4835
H -13.5567 17.7323 15.0823
H -13.6046 22.6411 7.1720
H -19.0028 23.3637 9.7171
H -17.4719 25.1020 8.5456
H -20.8959 20.3245 8.3784
H -10.8531 20.3624 8.7080
H -22.5821 23.1591 10.3400
H -20.2312 23.0922 10.8808
H -19.8460 20.9729 2.3122
H -22.9075 22.3146 8.9732
H -12.2637 22.3379 6.0369
H -15.9178 15.2795 6.6981
H -15.0518 20.2457 14.9278
H -15.9930 24.3334 7.9933
H -13.9923 25.7815 9.8040
H -15.2899 18.0840 12.8539
H -15.7292 21.7648 8.4209
H -16.8913 17.0894 9.4100
H -14.7198 18.1979 16.0367
H -10.4392 22.0362 8.4351
```

The SMILES is COC[C@H](C)N.COC[C@H](C)N.COC[C@H](C)N.COC[C@H](C)N.CC(C)O.CC(C)O.CC(C)O.OCCO. The spin multiplicity is 1. The largest force on an atom comes out at 3.8 eV/A. For the energy above the lowest of the compared OMol25 structures with the same formula, charge and spin, the calculation gives 268.80 kJ/mol. The LUMO energy comes out at 0.19 eV.

# 2
# C27H74N8O11

A 9-piece molecular cluster, C27H74N8O11 overall in a non-equilibrium geometry (wB97M-V/def2-TZVPD, the OMol25 dataset).

Geometry as XYZ:
```
120
C27H74N8O11 | the OMol25 dataset | wB97M-V/def2-TZVPD
O -1.1959 -3.5343 -3.4003
O 3.1175 -1.9245 3.8977
O -1.4152 -8.7008 -5.8883
O 3.7215 -1.3729 -5.0314
O -4.1239 1.9133 3.1533
O -5.6077 7.4710 1.6662
O -0.5403 5.9866 2.7772
O 3.0281 5.5019 0.8040
O 1.6609 -0.2856 -2.3756
O 4.5437 -3.0680 1.2228
O 0.2476 0.6313 0.0270
N 5.8759 -1.0881 -4.7670
N 1.0944 -1.6694 -4.0756
N -1.5456 -5.6783 -5.2990
N 4.3998 0.0631 -3.3840
N 2.7039 3.6189 -0.5614
N 0.9933 4.4004 0.7664
N -6.4280 4.6351 2.4711
N -0.3713 -1.1823 -2.2824
C -0.4412 6.5857 5.0414
C -6.7391 7.0080 2.3429
C 3.0249 -4.3681 4.1083
C -6.0220 8.3805 0.6957
C -1.6333 -6.4323 -6.4994
C -0.8324 -9.9522 -5.9272
C -0.6598 -4.2449 -2.2704
C 0.0165 -0.9252 1.7381
C 0.5927 0.4138 1.3608
C 2.2837 4.5983 0.3583
C -6.3099 5.8485 3.2340
C 5.5236 -0.9147 1.0255
C -0.6627 -7.6281 -6.4886
C 2.0645 0.4390 1.7399
C -2.4003 -4.5095 -5.2029
C 0.1051 6.8937 3.6840
C 4.8401 -2.0565 0.3314
C 1.6330 6.5763 3.6229
C -3.0553 1.1265 2.6262
C 4.6201 -0.8608 -4.4058
C 2.2695 -3.0863 3.7986
C 5.7823 -2.6819 -0.7676
C -2.5271 -3.9722 -3.7567
C 0.8046 -0.9769 -2.9588
C -4.6406 2.9261 2.2988
C 1.0959 -2.8971 4.8078
C -5.9114 3.4253 3.0467
H 2.0355 6.8085 2.6358
H 0.5644 -1.9722 4.5516
H 2.1067 2.8436 -0.8155
H 0.2106 -2.0673 -4.4562
H -2.8077 -4.7849 -3.0889
H -3.3106 -3.2181 -3.6674
H -0.1152 7.8731 3.3761
H -2.6799 -6.7899 -6.5175
H 0.6107 -1.7594 1.4347
H -7.4029 6.5396 1.5543
H 4.2463 -2.7718 2.1056
H 6.3970 -1.2300 1.5461
H -2.3054 1.7496 2.1737
H -2.0685 -3.6172 -5.6519
H -6.7506 7.9463 -0.0022
H 0.0781 -10.0195 -5.2365
H -0.2921 -7.9392 -7.4684
H 3.5254 3.8275 -1.1015
H 2.2149 7.0673 4.4208
H 1.9682 -1.5902 -4.6124
H -0.0356 -0.9732 2.8618
H -3.3958 0.3342 2.0024
H -0.5889 -5.3923 -5.1390
H 5.1973 -3.4508 -1.4069
H 3.4186 -4.3232 5.1040
H -6.8752 5.8738 4.1153
H 5.8473 -0.0467 0.6271
H -3.9243 3.7465 2.1573
H 6.0774 -1.8059 -5.4613
H -1.5586 -10.7167 -5.5804
H 1.5524 -2.8394 5.7723
H -1.5264 6.5451 5.0534
H 5.0813 0.2619 -2.6206
H -1.3662 6.3287 2.3842
H 0.0775 1.2018 1.9355
H 3.8869 -1.7199 -0.1418
H -7.3628 4.4948 2.1234
H -1.5509 -5.8115 -7.4074
H -0.7487 -5.3352 -2.4267
H -0.1597 7.3936 5.7118
H 4.9038 -0.4886 1.7590
H -0.4315 -10.2115 -6.8732
H 2.5277 -0.4364 1.3318
H -7.1765 7.8288 2.9340
H -3.3794 -4.7466 -5.6251
H 3.4396 0.1652 -3.0211
H 2.2385 -5.1736 4.1298
H 0.4812 3.6415 0.3353
H 0.5968 4.9504 1.4964
H 0.4254 -4.0049 -2.3258
H 2.0852 0.4363 2.8550
H 2.6744 -1.1418 3.4562
H 0.1841 -7.4130 -5.8090
H 0.9851 0.2893 -0.4986
H -0.9578 -0.9553 1.3238
H -0.6032 -0.5300 -1.6296
H -4.7823 2.6185 1.2276
H -6.5442 9.2493 1.2428
H -5.2271 8.7418 0.0210
H 2.6537 1.3090 1.3820
H 3.7750 -4.5906 3.4061
H -2.8370 0.5593 3.4857
H -5.6388 3.6368 4.0714
H 1.8370 -3.2144 2.8050
H 0.0208 5.6486 5.3757
H 6.4760 -3.3451 -0.2457
H -5.2092 6.0149 3.4424
H 6.6509 -0.5542 -4.4355
H 6.1607 -1.9549 -1.4669
H -1.0898 -3.9311 -1.3313
H 1.8038 5.4904 3.7402
H 0.3293 -3.7011 4.8000
H -6.6212 2.5922 3.1200
H -1.0020 -1.8729 -2.6286
```

The SMILES is COCCNCCOC.COCCNCCOC.NC(N)=O.NC(N)=O.NC(N)=O.CC(C)O.CC(C)O.CC(C)O.CC(C)O. The spin multiplicity is 1. The largest force on an atom comes out at 4.0 eV/A. For the energy above the lowest of the compared OMol25 structures with the same formula, charge and spin, the calculation gives 177.62 kJ/mol. The LUMO energy comes out at 0.55 eV.